Entry 1:
DFT (wB97M-V/def2-TZVPD) results for a cluster of 2 separate species, C4H11NO in total.

The net charge is 0. For the energy relative to the best compared isomer or geometry (same formula, charge and spin), the calculation gives 54.5 kcal/mol. For the frontier orbital gap, the calculation gives 10.5 eV. The HOMO energy comes out at -9.7953 eV. As for the LUMO energy: 0.0273 Eh. For the molar mass, the calculation gives 89.1 g/mol. As for the structure (SMILES): CC(N)=O.CC.

Cartesian coordinates (Å):
C  1.89  -1.28  1.16
C  2.31  -0.71  -0.15
H  2.65  -1.32  1.93
H  0.98  -0.61  1.44
H  1.30  -2.22  1.18
H  1.51  -0.06  -0.63
H  3.50  -0.19  -0.14
H  2.43  -1.26  -1.06
C  -2.61  0.12  -0.79
C  -1.50  0.70  -0.02
O  -1.08  0.12  0.94
N  -1.12  2.00  -0.30
H  -3.14  -0.74  -0.25
H  -2.34  -0.20  -1.67
H  -0.25  2.29  0.40
H  -1.14  2.37  -1.28
H  -3.39  0.99  -0.76

Atom charges from the Löwdin analysis, given in e for atoms 1 to 2: atom 1 (C): -0.20, atom 2 (C): -0.22

Entry 2:
DFT (wB97M-V/def2-TZVPD) results for a cluster of 2 separate species, C2H3FIN in total.

The net charge is 0. For the energy relative to the best compared isomer or geometry (same formula, charge and spin), the calculation gives 36.7 kcal/mol. For the frontier orbital gap, the calculation gives 9.8 eV. The HOMO energy comes out at -10.2863 eV. As for the LUMO energy: -0.0185 Eh. For the molar mass, the calculation gives 187.0 g/mol.

Cartesian coordinates (Å):
C  -0.22  -0.44  -0.03
C  0.55  0.72  -0.09
N  -0.46  -1.59  0.18
F  -1.76  0.61  0.15
I  2.66  0.18  -0.32
H  0.10  1.24  -0.87
H  0.55  1.16  0.90
H  -1.42  -1.88  0.08

Atom charges from the Löwdin analysis, given in e for atoms 1 to 2: atom 1 (C): -0.32, atom 2 (C): -0.57

Entry 3:
DFT (wB97M-V/def2-TZVPD) results for an isolated molecule of C5H6N2O4S.

The net charge is 0. For the energy relative to the best compared isomer or geometry (same formula, charge and spin), the calculation gives 97.3 kcal/mol. For the frontier orbital gap, the calculation gives 7.6 eV. The HOMO energy comes out at -9.3473 eV. As for the LUMO energy: -0.0655 Eh. For the molar mass, the calculation gives 190.2 g/mol.

Cartesian coordinates (Å):
C  -0.18  2.30  0.22
C  -1.40  1.80  -0.14
C  0.46  0.07  0.02
C  1.36  -1.07  -0.23
C  0.70  -2.43  -0.18
N  0.76  1.30  0.27
N  -1.54  0.61  -0.54
O  -2.52  -1.75  -0.03
O  2.48  -0.71  -0.51
O  -3.11  0.18  1.22
O  -3.89  -0.06  -1.07
S  -3.01  -0.46  -0.02
H  0.01  3.27  0.74
H  -2.27  2.48  -0.23
H  -0.30  -2.65  -0.60
H  0.68  -2.62  0.89
H  1.31  -3.17  -0.73
H  1.78  1.50  0.53

Atom charges from the Löwdin analysis, given in e for atoms 1 to 2: atom 1 (C): -0.08, atom 2 (C): -0.24

Entry 4:
DFT (wB97M-V/def2-TZVPD) results for a cluster of 3 separate species, C12H15B3N3O8P in total.

The net charge is 0. For the frontier orbital gap, the calculation gives 8.2 eV. The HOMO energy comes out at -8.6339 eV. As for the LUMO energy: -0.0149 Eh. For the molar mass, the calculation gives 392.7 g/mol. As for the structure (SMILES): O=[N+]([O-])c1ccccc1.O=[N+]([O-])c1ccccc1.NP(O)B1OBOBO1.

Cartesian coordinates (Å):
N  1.65  -2.21  2.18
P  0.97  -0.95  1.24
O  1.19  0.32  2.32
B  -0.91  -1.40  1.59
O  -1.41  -1.74  2.84
B  -2.60  -2.43  2.94
O  -3.50  -2.29  1.90
B  -2.85  -2.33  0.68
O  -1.79  -1.45  0.51
H  2.35  -2.71  1.64
H  1.03  -2.88  2.60
H  0.43  0.92  2.34
H  -2.80  -3.17  3.84
H  -3.09  -3.17  -0.12
C  6.94  2.45  2.65
C  5.56  2.51  2.53
C  4.90  1.69  1.62
C  5.66  0.84  0.84
C  7.03  0.77  0.93
C  7.68  1.59  1.85
N  4.96  -0.03  -0.12
O  3.76  0.09  -0.22
O  5.63  -0.83  -0.75
H  7.45  3.09  3.36
H  4.98  3.18  3.16
H  3.82  1.71  1.52
H  7.58  0.08  0.30
H  8.75  1.55  1.94
C  -4.18  -0.65  -2.21
C  -4.19  -0.83  -3.58
C  -4.97  0.00  -4.38
C  -5.72  0.99  -3.78
C  -5.72  1.19  -2.41
C  -4.94  0.36  -1.62
N  -6.54  1.88  -4.62
O  -6.54  1.67  -5.82
O  -7.16  2.76  -4.07
H  -3.57  -1.29  -1.59
H  -3.60  -1.61  -4.04
H  -5.00  -0.12  -5.46
H  -6.32  1.98  -1.98
H  -4.93  0.49  -0.55

Atom charges from the Löwdin analysis, given in e for atoms 1 to 2: atom 1 (N): -0.18, atom 2 (P): 0.87

Entry 5:
DFT (wB97M-V/def2-TZVPD) results for an isolated molecule of C18H24N2O8S.

The net charge is 0. For the energy relative to the best compared isomer or geometry (same formula, charge and spin), the calculation gives 10.2 kcal/mol. For the frontier orbital gap, the calculation gives 9.0 eV. The HOMO energy comes out at -8.9624 eV. As for the LUMO energy: 0.0022 Eh. For the molar mass, the calculation gives 428.5 g/mol. As for the structure (SMILES): O=C(COC(=O)c1cc(S(=O)(=O)N2CCOCC2)ccc1O)NC[C@@H]1CCCO1.

Cartesian coordinates (Å):
O  4.62  0.55  2.21
C  3.91  0.09  1.34
N  3.07  -0.95  1.51
H  2.47  -1.22  0.75
C  2.67  -1.45  2.80
H  3.15  -0.84  3.57
H  2.99  -2.50  2.90
C  1.14  -1.38  2.91
C  0.60  -1.94  4.24
H  1.38  -1.99  5.00
C  0.07  -3.31  3.85
H  -0.74  -3.65  4.48
C  -0.39  -3.05  2.42
H  -0.43  -3.94  1.79
H  -1.36  -2.55  2.40
O  0.59  -2.18  1.86
H  0.87  -4.06  3.86
H  -0.21  -1.31  4.60
H  0.82  -0.34  2.76
C  3.88  0.64  -0.09
H  4.38  -0.06  -0.78
O  2.51  0.76  -0.47
C  2.12  1.86  -1.10
O  2.89  2.69  -1.54
C  0.65  1.96  -1.21
C  -0.18  1.07  -0.53
C  -1.54  1.18  -0.66
C  -2.12  2.17  -1.44
C  -1.31  3.07  -2.10
C  0.08  2.98  -2.00
O  0.82  3.88  -2.65
H  1.77  3.72  -2.45
H  -1.73  3.86  -2.71
H  -3.19  2.23  -1.49
S  -2.60  0.00  0.19
O  -3.93  0.54  0.24
O  -1.97  -0.37  1.42
N  -2.70  -1.38  -0.74
C  -3.51  -1.31  -1.92
H  -4.34  -0.64  -1.69
C  -2.68  -0.80  -3.13
H  -2.77  -1.50  -3.98
O  -1.32  -0.64  -2.78
C  -0.78  -1.82  -2.22
H  -0.89  -2.65  -2.93
C  -1.49  -2.16  -0.88
H  -0.86  -1.93  -0.02
H  -1.75  -3.22  -0.85
H  0.28  -1.61  -2.07
H  -3.01  0.19  -3.45
H  -3.91  -2.31  -2.12
H  0.24  0.31  0.10
H  4.38  1.61  -0.14

Atom charges from the Löwdin analysis, given in e for atoms 1 to 2: atom 1 (O): 0.08, atom 2 (C): -0.47

Entry 6:
DFT (wB97M-V/def2-TZVPD) results for the ion C8H16NO3S2 with charge +1.

The net charge is +1. For the frontier orbital gap (alpha / beta), the calculation gives 7.9 / 7.8 eV. The HOMO energy (alpha / beta) comes out at -12.1643 / -12.5420 eV. As for the LUMO energy (alpha / beta): -0.1559 / -0.1745 Eh. For the molar mass, the calculation gives 238.4 g/mol.

Cartesian coordinates (Å):
C  1.59  1.79  -0.19
C  -1.03  0.07  -1.02
C  2.10  0.48  -0.65
C  0.12  -0.84  -1.39
C  -2.82  0.38  2.63
C  -1.44  -0.14  3.05
C  -0.99  0.48  0.44
C  2.23  -1.07  -2.60
N  1.45  -0.15  -1.81
O  -3.28  1.33  0.03
O  0.87  -0.71  1.88
O  -1.09  -1.99  1.11
S  -2.29  1.55  1.02
S  -0.56  -0.73  1.66
H  1.71  1.80  0.88
H  1.88  2.72  -0.69
H  -1.27  0.89  -1.78
H  -1.93  -0.58  -1.03
H  3.10  0.78  -1.03
H  2.25  -0.40  0.07
H  0.13  -1.61  -0.61
H  -0.31  -1.43  -2.25
H  -3.58  -0.44  2.40
H  -3.22  1.17  3.30
H  -0.88  0.60  3.70
H  -1.50  -1.02  3.75
H  2.68  -1.73  -1.94
H  1.79  -1.32  -3.47
H  3.05  -0.49  -3.05
H  1.22  0.65  -2.40

Atom charges from the Löwdin analysis, given in e for atoms 1 to 2: atom 1 (C): 0.10, atom 2 (C): -0.20

Q: Which formula does entry 5 have?
A: C18H24N2O8S